{"formula": "C5H9NOS", "method": "wB97M-V/def2-TZVPD", "species": ["C", "C", "C", "C", "C", "H", "H", "H", "H", "H", "H", "H", "H", "H", "N", "O", "S"], "positions_angstrom": [[1.52203, -0.92626, -0.24402], [0.80936, -0.52553, 1.04798], [-0.29908, 0.48599, 0.81745], [-1.23490, 1.16853, -0.97766], [-1.48743, 0.02294, -0.02438], [0.17210, -2.15022, -0.91522], [2.29829, -1.68696, -0.00247], [2.03175, -0.03685, -0.65871], [1.54475, -0.10937, 1.76447], [0.37976, -1.41113, 1.53164], [-0.66312, 0.84827, 1.78341], [-0.06170, 2.48281, 0.18934], [-2.02430, 1.92357, -0.95394], [-1.01404, 0.88692, -2.01719], [-0.02163, 1.54187, -0.19660], [0.63201, -1.37014, -1.24844], [-2.58384, -1.14445, 0.10435]], "forces_ev_per_angstrom": [[0.77, 0.39, 0.35], [0.43, -0.03, 0.15], [-0.35, -0.22, -0.25], [0.20, 0.15, -0.07], [-0.04, -0.08, -0.03], [-0.03, 0.06, -0.09], [-0.40, 0.32, -0.22], [-0.26, -0.50, 0.14], [-0.22, -0.18, -0.37], [-0.08, 0.08, -0.02], [0.00, 0.14, 0.00], [-0.01, -0.27, -0.14], [-0.10, -0.08, -0.08], [-0.13, 0.00, 0.32], [0.03, 0.17, 0.25], [-0.01, -0.18, 0.06], [0.21, 0.21, 0.01]], "relative_energy_kcal_mol": 49.56, "smiles": "OCC[C@H]1NCC1=S", "mol_weight_g_mol": 131.200, "fmax_ev_per_a": 0.93, "orbital_gap_ev": 8.57}

{"formula": "C7H14", "method": "wB97M-V/def2-TZVPD", "species": ["C", "C", "C", "C", "C", "C", "C", "H", "H", "H", "H", "H", "H", "H", "H", "H", "H", "H", "H", "H", "H"], "positions_angstrom": [[-0.79001, 1.83909, -0.98906], [-0.00603, 1.29175, -2.14740], [1.13099, 0.61092, -2.03349], [1.00261, -1.01864, 1.37257], [0.51028, -0.16546, 2.50637], [0.27454, -1.57875, 0.40474], [-1.20931, -1.48240, 0.19794], [-0.41399, 1.44419, -0.03869], [-0.72172, 2.93373, -0.95503], [-1.85448, 1.58767, -1.07082], [-0.40449, 1.49607, -3.14201], [1.67267, 0.25045, -2.90411], [1.55315, 0.38224, -1.05778], [2.07873, -1.19674, 1.35781], [-0.54476, 0.10447, 2.40369], [0.62757, -0.68985, 3.46299], [1.09075, 0.76198, 2.57934], [0.80335, -2.17308, -0.34122], [-1.42610, -1.19587, -0.83833], [-1.68313, -0.74935, 0.85731], [-1.69061, -2.45240, 0.37519]], "forces_ev_per_angstrom": [[0.00, -0.01, 0.08], [0.17, -0.05, -0.03], [-0.12, 0.08, -0.02], [-0.09, -0.14, -0.13], [-0.08, 0.04, 0.02], [0.13, 0.04, 0.14], [-0.05, 0.06, 0.04], [-0.03, 0.07, -0.15], [-0.03, -0.15, -0.03], [0.16, 0.02, 0.00], [0.06, -0.03, 0.13], [-0.11, 0.07, 0.09], [-0.07, 0.06, -0.16], [-0.16, 0.00, 0.00], [0.16, -0.05, 0.02], [-0.01, 0.08, -0.13], [-0.07, -0.13, -0.02], [-0.05, 0.08, 0.13], [0.03, -0.05, 0.15], [0.07, -0.13, -0.09], [0.08, 0.13, -0.04]], "relative_energy_kcal_mol": 35.40, "smiles": "C/C=C\\C.C=CC", "mol_weight_g_mol": 98.189, "fmax_ev_per_a": 0.21, "orbital_gap_ev": 10.23}